# 1
Entry from OMol25: a molecular structure, C14H27AuClGeO7P2Se in a non-equilibrium geometry (ωB97M-V/def2-TZVPD).

Geometry as ORCA input:
```
! wB97M-V def2-TZVPD RIJCOSX def2/J DEFGRID3
* xyz 1 1
Au 0.22951 -0.42798 -1.24937
C 2.16427 2.06365 1.48836
C 1.88382 2.64395 0.11433
O 2.33933 3.99466 0.10329
P 2.70443 1.71769 -1.21252
O 4.24659 1.86424 -0.94111
O 2.39486 2.51622 -2.52413
O 2.29658 0.27009 -1.28059
P 0.06721 2.65328 -0.30946
O -0.53125 3.77116 0.64836
O 0.00947 3.03909 -1.76757
O -0.56514 1.35206 0.11138
H 3.23448 2.07299 1.69149
H 1.78615 1.04340 1.55188
H 1.66006 2.67496 2.23622
H 2.41715 4.31246 -0.80636
H 4.83882 1.51817 -1.61441
H 1.40210 2.76900 -2.48020
H -0.25128 4.66017 0.41451
C -3.46066 -1.60550 1.90629
Ge -2.03437 -1.76884 3.22791
C -2.47521 -0.79679 4.85650
C -1.65884 -3.65240 3.57621
C -0.41391 -0.93983 2.44956
Se 0.19440 -1.90451 0.87883
C 1.74450 -2.86875 1.53675
H -4.40113 -1.94834 2.33632
H -3.25341 -2.21470 1.02545
H -3.58137 -0.56901 1.59561
H -3.41123 -1.18520 5.25567
H -2.60092 0.26625 4.65564
H -1.70455 -0.91307 5.61744
H -2.55594 -4.13722 3.95803
H -0.86964 -3.77279 4.31820
H -1.36019 -4.16849 2.66354
H 0.42139 -0.93222 3.15208
H -0.59637 0.08258 2.12395
H 1.34779 -3.66527 2.15842
H 2.39511 -2.20548 2.10014
H 2.27652 -3.27848 0.68217
Cl 1.55913 0.91288 -6.57843
C 0.58314 0.38443 -5.28514
C -0.17356 1.32264 -4.58007
C -0.95658 0.90791 -3.53155
C -1.00868 -0.47093 -3.16648
C -1.69099 -0.86504 -1.97440
C -0.21325 -1.39918 -3.90870
C 0.57091 -0.97411 -4.94977
H -0.12037 2.36707 -4.84985
H -1.51410 1.63140 -2.94997
H -1.91655 -1.90268 -1.76378
H -2.33671 -0.11790 -1.52813
H -0.28207 -2.45264 -3.67153
H 1.17054 -1.67504 -5.51102
*
```

The value obtained for the strongest force on any atom is 0.020 Eh/bohr. The HOMO energy (spin up / spin down) is -11.688 / -11.688 eV. As for the total energy: -185942.0856 eV. The value obtained for the relative energy (zero: lowest compared OMol25 entry of this formula, charge and spin) is 0.6353 eV. For the HOMO-LUMO gap (spin up / spin down), the calculation gives 6.418 / 6.419 eV.

***

# 2
Entry from OMol25: 2 unconnected molecules or ions with the total composition C14H27BrN2O7P in a non-equilibrium geometry (ωB97M-V/def2-TZVPD).

Geometry as ORCA input:
```
! wB97M-V def2-TZVPD RIJCOSX def2/J DEFGRID3
* xyz -1 1
C 1.39730 3.61600 -3.00656
C -0.08777 3.09856 -3.56046
O -1.18675 3.47385 -2.88459
O -0.06720 2.27192 -4.77735
C -1.21964 1.35296 -4.84646
C -1.27808 0.24083 -3.64029
C -0.05002 -0.88749 -3.76346
C 1.29028 -0.16845 -3.15172
N 2.31518 -1.11254 -2.56341
Br 4.06948 -0.69964 -3.07746
C 2.16599 -1.29107 -1.06881
C 0.74283 -2.06028 -0.67241
C 0.74951 -2.73117 0.82319
C -0.69089 -2.48313 1.60578
N -1.39131 -1.14388 1.67008
O -1.25259 -3.52389 2.22702
P 2.48817 0.29283 -0.03509
O 2.65651 0.03603 1.52186
C 3.36393 -2.36906 -0.62096
O 4.46871 -1.96200 0.05855
O 3.29522 -3.82793 -0.89753
H 2.23552 2.86888 -3.33968
H 1.43302 3.70068 -1.83249
H 1.61087 4.69557 -3.43512
H -2.19266 2.03936 -4.83885
H -1.21079 0.79550 -5.90060
H -1.28994 0.76727 -2.58680
H -2.32571 -0.32528 -3.72299
H 0.06044 -1.10473 -4.90894
H -0.33146 -1.91198 -3.24703
H 0.93834 0.69207 -2.44123
H 1.82659 0.36982 -4.07233
H 0.66129 -2.96036 -1.45079
H -0.16004 -1.35172 -0.89931
H 1.59197 -2.34701 1.53913
H 0.86886 -3.90875 0.67338
H -1.21731 -0.54956 0.82983
H -1.02121 -0.57000 2.48531
H 3.61692 1.07177 -0.47896
H 1.29130 1.13311 -0.17326
C -3.33112 -0.29946 5.64703
C -1.92592 0.25832 5.48612
C -1.67336 1.40968 6.44641
O -1.74865 0.71275 4.14698
H -4.08405 0.46672 5.43053
H -3.50290 -1.11916 4.94119
H -3.49405 -0.67202 6.66316
H -1.19228 -0.53586 5.66254
H -2.36750 2.23643 6.25824
H -0.66250 1.80915 6.31079
H -1.78649 1.08831 7.48650
H -2.39606 1.41807 3.98137
*
```

The value obtained for the strongest force on any atom is 0.163 Eh/bohr. The HOMO energy is -4.601 eV. As for the total energy: -111593.1519 eV. The value obtained for the relative energy (zero: lowest compared OMol25 entry of this formula, charge and spin) is 8.6750 eV. For the HOMO-LUMO gap, the calculation gives 6.934 eV.

***

# 3
Entry from OMol25: 7 unconnected molecules or ions with the total composition C14H28Br14 in a non-equilibrium geometry (ωB97M-V/def2-TZVPD).

Geometry as ORCA input:
```
! wB97M-V def2-TZVPD RIJCOSX def2/J DEFGRID3
* xyz 0 1
Br -0.06001 -3.32701 3.01041
C 0.92020 -3.58411 1.29651
C 2.22376 -4.26923 1.66974
Br 3.28143 -4.34528 0.00106
H 1.09497 -2.60653 0.85795
H 0.25214 -4.18215 0.68697
H 2.01440 -5.26584 2.04477
H 2.77732 -3.67111 2.38536
Br -1.95367 1.00866 2.27259
C -2.77618 -0.78590 2.36219
C -3.12419 -1.22489 3.76403
Br -4.89454 -0.52741 4.34814
H -1.88421 -1.34254 2.09001
H -3.49620 -1.03029 1.58790
H -2.45458 -0.99804 4.58837
H -3.20760 -2.31057 3.81063
Br 4.70953 2.17863 2.86199
C 4.99644 1.18933 1.20940
C 5.75925 -0.08349 1.61559
Br 4.69284 -1.27290 2.82988
H 5.55494 1.79291 0.49651
H 4.03183 0.99865 0.75168
H 6.71364 0.19167 2.04814
H 5.88833 -0.63314 0.68261
Br 0.36775 0.81279 -3.62321
C -0.52157 0.52986 -1.92401
C 0.37971 0.83679 -0.74915
Br 1.90345 -0.35230 -0.71171
H -0.87102 -0.50051 -1.90755
H -1.39964 1.17119 -1.92627
H -0.07034 0.75200 0.23357
H 0.70603 1.87246 -0.84493
Br 1.89211 3.86410 -7.17951
C 1.11639 2.06451 -7.04130
C 0.29163 1.87541 -8.31944
Br -0.18950 -0.00956 -8.31707
H 0.49688 1.92757 -6.15859
H 1.92903 1.34839 -6.96526
H 0.91118 2.06198 -9.18742
H -0.66884 2.37150 -8.26670
Br 2.15474 0.75754 7.23452
C 2.30596 -0.07278 5.46729
C 1.50231 0.78210 4.50624
Br 1.53786 0.09055 2.66259
H 1.93944 -1.09091 5.56726
H 3.32970 -0.11356 5.10304
H 1.98516 1.75737 4.46483
H 0.48116 0.98833 4.81826
Br -8.79644 1.48206 -2.61918
C -7.06950 0.71583 -2.11705
C -6.08727 1.88443 -1.98047
Br -4.43824 1.05112 -1.18806
H -6.74215 0.02142 -2.88358
H -7.19521 0.18576 -1.17966
H -6.41437 2.67867 -1.31713
H -5.82625 2.35648 -2.92280
*
```

Its SMILES is BrCCBr.BrCCBr.BrCCBr.BrCCBr.BrCCBr.BrCCBr.BrCCBr. The value obtained for the strongest force on any atom is 0.036 Eh/bohr. The HOMO energy is -9.545 eV. As for the total energy: -995567.4924 eV. The value obtained for the relative energy (zero: lowest compared OMol25 entry of this formula, charge and spin) is 1.0558 eV. For the HOMO-LUMO gap, the calculation gives 9.748 eV.

***

# 4
Entry from OMol25: 7 unconnected molecules or ions with the total composition C14H28Br14 in a non-equilibrium geometry (ωB97M-V/def2-TZVPD).

Geometry as ORCA input:
```
! wB97M-V def2-TZVPD RIJCOSX def2/J DEFGRID3
* xyz 0 1
Br -17.16111 7.94972 -13.93752
C -16.29970 9.42968 -13.01458
C -15.85925 10.42361 -14.05176
Br -14.84818 11.83697 -13.15966
H -15.47501 8.98689 -12.46829
H -17.03170 9.85459 -12.33235
H -16.66777 10.95989 -14.53635
H -15.23761 9.95099 -14.80483
Br -21.69272 6.07775 -15.75289
C -20.95738 7.32846 -14.50021
C -21.60537 8.68831 -14.56044
Br -21.61768 9.47470 -16.31589
H -19.88205 7.43562 -14.63788
H -21.06704 6.89732 -13.50633
H -21.07771 9.36973 -13.89105
H -22.62759 8.66861 -14.18679
Br -18.31269 7.32451 -17.22587
C -18.23842 9.00781 -18.15642
C -16.82471 9.29735 -18.53001
Br -16.71322 10.93709 -19.55003
H -18.66761 9.77572 -17.51296
H -18.93674 8.95686 -18.98929
H -16.37374 8.52532 -19.14410
H -16.22302 9.42484 -17.63190
Br -13.19049 7.94403 -17.71933
C -13.46353 7.13930 -15.96897
C -12.88735 8.07781 -14.94574
Br -13.21111 7.39264 -13.15254
H -12.99072 6.16479 -15.97119
H -14.53772 7.04148 -15.83150
H -13.31864 9.07325 -14.97430
H -11.81335 8.20299 -15.05704
Br -18.97812 14.38418 -12.32307
C -18.72262 12.48631 -12.63700
C -19.21300 12.06553 -13.97641
Br -18.31507 12.95836 -15.44602
H -19.30466 11.96485 -11.87618
H -17.67238 12.28784 -12.45771
H -20.28292 12.20711 -14.09949
H -19.03197 11.00317 -14.16154
Br -16.02158 10.45896 -6.47715
C -15.86386 11.43252 -8.16465
C -16.30642 10.61268 -9.33129
Br -18.19983 10.26290 -9.31121
H -14.82783 11.74820 -8.23809
H -16.49817 12.30542 -8.03941
H -15.76152 9.67693 -9.43873
H -16.08432 11.15590 -10.25299
Br -13.82937 11.38383 -16.94835
C -14.24592 13.22725 -16.51827
C -14.19872 14.01255 -17.81081
Br -14.67972 15.83725 -17.52857
H -13.49914 13.54092 -15.79564
H -15.22393 13.28322 -16.04794
H -14.90716 13.58074 -18.51484
H -13.22166 13.91905 -18.27762
*
```

Its SMILES is BrCCBr.BrCCBr.BrCCBr.BrCCBr.BrCCBr.BrCCBr.BrCCBr. The value obtained for the strongest force on any atom is 0.021 Eh/bohr. The HOMO energy is -10.070 eV. As for the total energy: -995568.5373 eV. The value obtained for the relative energy (zero: lowest compared OMol25 entry of this formula, charge and spin) is 0.0109 eV. For the HOMO-LUMO gap, the calculation gives 10.169 eV.